# 1
C21H43N5O3Si2 as an isolated structure at a distorted geometry, computed with ωB97M-V/def2-TZVPD.

Computed properties:
- LUMO energy: 0.5838 eV
- Kohn-Sham gap: 10.36 eV
- E_tot: -51818.36296 eV
- F_max: 0.1972 Eh/bohr

Each line ends with the Löwdin charge.
Positions of all 74 atoms, in Å:
C 2.7209 -5.9762 -1.2561  -0.139
C 3.1138 -4.3869 -1.1693  -0.158
C 2.3920 -3.5929 0.1114  -0.245
O 2.4406 -4.1481 1.3509  -0.039
O 1.7840 -2.2912 -0.2048  -0.126
C 0.4203 -2.1620 0.3320  -0.243
C -0.6525 -1.5736 -0.7915  -0.264
Si -1.2162 -2.8734 -2.0960  0.531
O -2.9734 -3.1163 -1.8592  -0.477
Si -3.1051 -4.7924 -1.3163  0.431
N -4.7168 -5.0680 -0.4843  -0.165
H 1.6310 -6.1344 -1.7149  0.083
H 3.5234 -6.4958 -1.9651  0.085
H 2.8120 -6.5045 -0.1989  0.090
H 4.2858 -4.2295 -1.0307  0.129
H 2.7813 -3.8239 -2.1677  0.119
H 0.4755 -1.3165 1.1727  0.093
H 0.0549 -3.1867 0.8189  0.139
H -1.6253 -1.2017 -0.2172  0.080
H -0.1996 -0.6591 -1.4029  0.081
H -0.4704 -4.1265 -2.0837  -0.045
H -1.0487 -2.2688 -3.4427  -0.032
H -2.8432 -5.7454 -2.3861  -0.044
H -2.0944 -4.9705 -0.2674  -0.037
H -5.4114 -5.3894 -1.2196  0.027
H -4.6011 -5.8540 0.2150  0.024
C -4.6397 0.4804 3.5095  -0.118
C -4.7095 -0.1365 2.1162  -0.280
C -3.9393 -1.4542 2.0096  -0.180
C -2.4705 -1.2170 2.3202  -0.133
N -1.2520 -1.0202 2.5779  0.129
H -3.6126 0.7381 3.7865  0.067
H -5.2268 1.4035 3.5462  0.073
H -5.0383 -0.2078 4.2637  0.073
H -4.3158 0.5844 1.3892  0.054
H -5.7594 -0.3134 1.8580  0.112
H -4.0315 -1.8623 0.9975  0.104
H -4.3416 -2.1928 2.7113  0.117
C 0.3433 1.8681 0.6572  -0.106
C -0.0256 2.7782 -0.5101  -0.276
C -1.0753 3.8272 -0.1380  -0.179
C -2.3529 3.1379 0.3122  -0.124
N -3.4128 2.5660 0.6858  0.126
H -0.5168 1.2866 1.0039  0.052
H 1.1158 1.1546 0.3534  0.071
H 0.7296 2.4502 1.5017  0.063
H -0.3940 2.1606 -1.3384  0.066
H 0.8783 3.2860 -0.8643  0.106
H -1.2949 4.4620 -1.0030  0.114
H -0.7081 4.4694 0.6698  0.109
C 2.7433 0.9201 -3.7588  -0.111
C 2.3744 1.8302 -4.9261  -0.274
C 1.3247 2.8792 -4.5540  -0.189
C 0.0471 2.1899 -4.1038  -0.157
N -1.0128 1.6180 -3.7302  0.120
H 1.8832 0.3386 -3.4121  0.063
H 3.5158 0.2066 -4.0626  0.074
H 3.1296 1.5022 -2.9143  0.078
H 2.0060 1.2126 -5.7544  0.113
H 3.2783 2.3380 -5.2803  0.110
H 1.1051 3.5140 -5.4190  0.114
H 1.6919 3.5214 -3.7462  0.113
C 3.7080 3.1034 3.2478  -0.115
C 3.4655 4.2358 4.2406  -0.276
C 2.1945 5.0315 3.9367  -0.196
C 2.3007 5.6615 2.5575  -0.170
N 2.3888 6.1841 1.4133  0.098
H 3.8561 3.4817 2.2314  0.069
H 4.6094 2.5455 3.5206  0.075
H 2.8642 2.4041 3.2365  0.073
H 4.3342 4.9054 4.2338  0.112
H 3.3915 3.8144 5.2493  0.110
H 2.0583 5.8212 4.6831  0.113
H 1.3152 4.3791 3.9684  0.114

***

# 2
A 6-piece molecular cluster, C21H43NO12S5 overall at a distorted geometry, computed with ωB97M-V/def2-TZVPD.

Computed properties:
- Structure (SMILES): C[N+](=O)[O-].O=S1(=O)CCCC1.O=S1(=O)CCCC1.O=S1(=O)CCCC1.O=S1(=O)CCCC1.O=S1(=O)CCCC1
- LUMO energy: 0.2117 eV
- Kohn-Sham gap: 10.34 eV
- E_tot: -102703.82437 eV
- Energy relative to the best compared isomer or geometry (same formula, charge and spin): 0.0 kcal per mole
- F_max: 0.0510 Eh/bohr

Each line ends with the Löwdin charge.
Positions of all 82 atoms, in Å:
C 12.9380 12.1816 14.8633  0.045
N 11.8655 11.4618 15.6113  -0.421
O 10.8349 12.0886 15.7500  0.041
O 12.1548 10.3289 16.0187  0.058
H 13.4766 11.4060 14.3189  0.068
H 13.5413 12.8016 15.5265  0.109
H 12.3675 12.6692 14.0728  0.087
O 10.4823 12.0233 9.9108  -0.355
S 10.9514 13.3839 10.0866  0.705
O 11.6851 13.6372 11.3490  -0.364
C 11.9632 13.8177 8.5705  -0.203
C 11.3530 15.0614 7.9775  -0.236
C 9.8279 15.0356 8.2024  -0.171
C 9.6073 14.5921 9.7271  -0.195
H 11.9570 12.9713 7.8838  0.112
H 12.9707 13.9815 8.9529  0.067
H 11.8695 15.9558 8.3260  0.119
H 11.6506 15.1091 6.9300  0.118
H 9.3687 14.3351 7.5049  0.112
H 9.4382 16.0422 8.0505  0.110
H 8.6129 14.2820 10.0482  0.097
H 9.7999 15.4778 10.3325  0.090
O 13.3363 9.9822 12.3108  -0.369
S 13.3649 8.7210 11.5199  0.716
O 14.6392 8.1620 11.0975  -0.337
C 12.4816 7.4809 12.4843  -0.219
C 11.3843 6.9130 11.4977  -0.178
C 10.9583 8.0555 10.4755  -0.200
C 12.2040 8.8086 10.0949  -0.218
H 11.9705 7.9745 13.3109  0.092
H 13.1464 6.7965 13.0113  0.105
H 11.9398 6.0808 11.0653  0.102
H 10.4990 6.4724 11.9560  0.105
H 10.2882 8.7289 11.0098  0.113
H 10.3980 7.6673 9.6249  0.115
H 11.9898 9.8615 9.9118  0.080
H 12.7355 8.3192 9.2788  0.106
O 15.4373 14.4215 8.1322  -0.367
S 16.3597 13.6695 9.0002  0.721
O 17.2618 12.7189 8.3796  -0.345
C 17.1961 14.7650 10.2429  -0.188
C 16.8932 14.1740 11.6878  -0.187
C 15.4771 13.6423 11.5980  -0.238
C 15.4020 12.7441 10.3851  -0.200
H 16.7068 15.7107 10.0100  0.091
H 18.2500 14.7280 9.9670  0.094
H 17.6430 13.4251 11.9425  0.115
H 17.0305 14.9331 12.4579  0.110
H 14.8048 14.4864 11.4441  0.117
H 15.0741 13.0117 12.3905  0.114
H 14.4287 12.4214 10.0153  0.082
H 15.8643 11.7655 10.5139  0.101
O 11.4304 15.2214 20.7899  -0.359
S 11.3662 14.9508 19.3321  0.767
O 12.5426 14.5760 18.5204  -0.369
C 9.9359 13.7301 19.0951  -0.206
C 8.9349 14.4102 18.2150  -0.258
C 8.9637 15.9170 18.4549  -0.206
C 10.4483 16.2884 18.4065  -0.199
H 9.4858 13.5669 20.0743  0.099
H 10.3042 12.7793 18.7096  0.098
H 9.1430 13.9396 17.2541  0.094
H 7.9540 13.9851 18.4276  0.117
H 8.4157 16.1042 19.3784  0.122
H 8.3998 16.5142 17.7384  0.088
H 10.6973 17.3096 18.6952  0.109
H 10.7426 16.2265 17.3588  0.081
O 8.1428 18.0867 13.2392  -0.350
S 8.3242 17.3766 14.5054  0.703
O 8.6137 18.2423 15.6524  -0.346
C 7.0602 16.0595 14.8036  -0.215
C 7.4796 14.9076 13.9464  -0.260
C 8.9593 14.6746 13.9454  -0.171
C 9.6627 16.1153 14.1772  -0.146
H 6.0833 16.5207 14.6586  0.113
H 7.2426 15.6810 15.8094  0.090
H 6.9187 14.0746 14.3702  0.125
H 7.2530 15.1654 12.9119  0.116
H 9.2870 14.2576 12.9931  0.091
H 9.2065 13.9282 14.7003  0.087
H 10.3075 16.5428 13.4093  0.097
H 10.0936 16.0946 15.1782  0.063

***

# 3
C21H44AlO7 as an isolated structure at a distorted geometry, computed with ωB97M-V/def2-TZVPD.

Computed properties:
- LUMO energy: 2.3323 eV
- Kohn-Sham gap: 7.19 eV
- E_tot: -43411.06643 eV
- Charge: -1
- F_max: 0.1871 Eh/bohr

Each line ends with the Löwdin charge.
Positions of all 73 atoms, in Å:
C 0.3138 -0.7541 3.5662  0.024
C -0.3193 -2.0155 3.3961  -0.089
C -1.0689 -3.4651 3.2447  -0.221
C -2.7011 -3.4259 3.3843  -0.286
C -3.4186 -2.0621 2.8273  -0.236
Al -3.1112 -1.7393 0.7863  0.267
C -1.9398 -0.0053 0.7092  -0.248
O -2.0207 0.4512 -0.6836  -0.282
C -1.2197 1.6515 -0.9441  -0.264
C -0.4750 2.3080 0.3565  -0.154
O -4.7102 -1.5810 -0.1956  -0.259
C -5.9039 -1.8468 0.6358  -0.319
C -7.2803 -1.9543 -0.2626  -0.228
C -8.0070 -0.4770 -0.5282  -0.155
O -2.1948 -3.2722 0.1644  -0.275
C -1.7181 -3.0939 -1.2178  -0.256
C -0.4957 -4.1594 -1.4607  -0.179
O 0.8578 -3.6036 -1.3050  -0.229
C 0.9253 -2.5807 -0.2492  -0.249
C 2.5024 -2.4214 0.2016  -0.108
H 0.6138 0.3866 3.4003  0.045
H -0.7336 -3.9882 2.2361  0.101
H -0.6396 -4.1665 4.1099  0.110
H -2.9394 -3.5189 4.5503  0.099
H -3.1695 -4.3831 2.8865  0.110
H -2.9692 -1.1436 3.4325  0.060
H -4.5805 -2.0923 3.0940  0.053
H -2.4690 0.7261 1.4902  0.090
H -0.8750 -0.3583 1.0583  0.052
H -1.9659 2.4860 -1.3587  0.122
H -0.3928 1.5123 -1.7851  0.103
H 0.3452 1.5887 0.8408  0.072
H -1.2572 2.6582 1.1831  0.083
H 0.1319 3.2965 0.0736  0.075
H -5.9745 -1.0058 1.4468  0.110
H -5.7741 -2.8696 1.1945  0.104
H -8.0664 -2.5784 0.3785  0.095
H -7.1335 -2.5563 -1.2811  0.114
H -8.1513 -0.2847 -1.6914  0.068
H -7.3085 0.3131 -0.0196  0.071
H -9.1068 -0.4430 -0.0728  0.065
H -2.6151 -3.4473 -1.9210  0.127
H -1.4855 -1.9884 -1.5229  0.114
H -0.6876 -5.1439 -0.8271  0.133
H -0.5805 -4.5057 -2.5992  0.121
H 0.3160 -2.8254 0.7199  0.102
H 0.6115 -1.5423 -0.7474  0.129
H 3.1436 -2.8227 -0.7184  0.081
H 2.6744 -3.1321 1.1211  0.073
H 2.7801 -1.2855 0.4400  0.078
C 2.8935 1.0350 -2.5257  -0.097
O 3.8244 2.0974 -2.3933  -0.208
C 3.2737 3.3498 -2.8073  -0.192
C 4.1316 4.5060 -2.2865  -0.173
O 3.8362 4.8456 -0.9253  -0.143
C 4.3427 3.9370 0.0615  -0.169
C 5.8519 4.0791 0.2789  -0.194
O 6.5669 3.3616 -0.7297  -0.207
C 7.9314 3.7447 -0.7910  -0.113
H 2.5670 0.9369 -3.5659  0.089
H 3.3847 0.1078 -2.2200  0.087
H 2.0326 1.2026 -1.8718  0.070
H 2.2490 3.4540 -2.4341  0.125
H 3.2667 3.3633 -3.9030  0.122
H 3.8823 5.4006 -2.8678  0.123
H 5.1990 4.3225 -2.4256  0.117
H 4.0550 2.9079 -0.1636  0.122
H 3.8395 4.2137 0.9944  0.126
H 6.1239 3.6496 1.2480  0.122
H 6.1295 5.1393 0.2551  0.125
H 8.0151 4.7989 -1.0727  0.084
H 8.4222 3.1428 -1.5608  0.088
H 8.4249 3.5655 0.1693  0.084